Below is a molecular structure, C51H121AgF9N6O19 in a non-equilibrium geometry, with properties calculated with the ωB97M-V functional and the def2-TZVPD basis.

Calculated values
charge: +3
spin multiplicity: 1
electronic energy: -4818.2059 Ha
frontier orbital gap: 0.2555 hartree
highest occupied orbital energy: -12.666 eV

Structure (XYZ):
```
207
Properties=species:S:1:pos:R:3:forces:R:3:mulliken_charge:R:1
Ag 1.05373 0.89552 3.82513 -0.34 -1.08 -0.74 0.345
F 1.55569 -1.07591 7.82275 -0.99 0.32 -0.73 -0.257
F -0.55714 1.89339 -4.80348 -1.09 -0.94 0.03 0.067
F 0.36663 0.69596 7.27224 0.58 0.92 0.16 -0.252
F 0.55131 6.92201 -3.55756 0.99 0.00 2.73 -0.281
F 0.00579 7.10419 -1.37984 0.37 0.41 -0.61 -0.233
F -2.19285 2.39312 -6.16782 0.49 -1.12 0.29 -0.325
F 2.01623 7.73767 -2.01526 -1.16 -0.75 -0.56 -0.250
F -0.53276 -0.92595 8.26034 -1.33 -0.96 0.68 -0.250
F -0.30070 1.66621 -6.86411 0.57 -0.58 -1.49 -0.311
O 4.45467 4.21532 1.89026 -1.97 -1.77 -0.21 -0.058
O -1.87586 -7.40054 5.74387 0.78 1.74 0.15 -0.280
O 1.98459 4.65735 -2.98590 0.89 0.03 -0.39 -0.276
O -1.71068 5.98840 2.52825 1.86 -0.71 -1.02 -0.460
O 3.76878 6.47144 3.50284 0.97 0.39 0.53 -0.314
O -3.17558 -0.31684 -5.53334 3.25 1.50 -0.83 -0.872
O -1.10097 -0.91250 -4.95686 2.06 0.12 1.04 0.775
O 6.00699 2.40640 -1.48812 0.33 -1.89 1.52 -0.331
O -6.14220 1.42052 -0.60381 -0.21 1.79 -0.66 -0.518
O 2.33084 5.10595 -0.74306 -1.78 0.89 -1.42 -0.679
O 2.46523 -5.27442 4.39144 -0.75 0.28 0.24 -0.153
O -1.16369 -5.18966 1.73751 -0.12 0.49 -0.01 -0.148
O 4.00030 -2.97592 0.36636 -1.36 0.10 0.59 -0.436
O 1.17955 1.04614 1.32740 -0.37 0.85 0.88 0.063
O 1.16964 -1.47639 5.04781 -1.99 1.40 1.64 -1.020
O -3.67758 3.66413 -2.00769 -1.98 -0.30 -0.48 -0.341
O -0.78944 -0.31794 5.07784 -0.03 0.76 0.95 0.094
O -3.74172 -2.22229 -2.40574 0.72 -0.68 -1.23 -0.299
O -1.45598 -5.27272 -6.48266 -0.72 1.20 0.33 -0.400
N 2.98444 -2.71900 3.09131 2.09 -0.07 -1.11 0.465
N 3.45547 2.47937 0.11674 1.40 -3.15 -0.49 2.658
N -3.78321 -3.28876 -5.02417 -0.84 -3.47 -0.92 0.154
N -1.70376 -7.44854 2.93778 1.27 -1.62 -0.18 -0.100
N 1.50355 5.12074 2.10453 -1.40 0.37 1.16 0.917
N -5.76076 2.18893 -3.55725 -0.01 -1.49 -1.34 -0.116
C 0.14865 0.59463 0.49793 0.16 -0.93 -1.12 0.899
C -2.03249 -3.99908 -6.83390 -1.14 -1.00 -1.08 -0.273
C -1.57123 -8.80241 3.78286 -2.58 1.17 0.05 -0.649
C -1.38895 -6.15533 0.76101 -1.10 -2.74 1.46 -0.631
C 2.66174 -2.51240 0.64857 0.51 0.24 -0.28 -0.499
C -3.23207 -4.18921 -3.94439 2.55 2.14 -1.46 -0.664
C 2.07090 -5.99635 5.50019 -0.27 -1.96 1.33 -0.638
C 3.94548 -3.88326 3.40370 -0.60 1.16 1.73 -0.689
C 1.46743 5.31287 -1.85442 1.09 -1.02 1.76 0.215
C 4.43857 1.84091 1.10430 0.34 2.59 -0.09 0.135
C -1.77643 -0.07408 -5.87951 -3.46 -1.97 0.96 -0.486
C 0.15915 4.44610 2.49391 1.54 0.98 0.66 -0.436
C 4.99381 7.19341 3.82655 -0.52 0.85 0.48 -0.964
C 0.08452 1.21483 -0.93444 -0.15 0.44 0.94 0.819
C 3.00327 7.20866 2.58136 -0.80 -0.96 -1.01 -0.688
C -3.01834 6.40625 2.19186 -0.73 -0.57 0.63 -0.768
C 4.78297 2.70366 -2.05544 -0.76 0.23 -0.13 -1.012
C -0.07745 -5.31598 -6.88421 -0.96 -0.23 0.31 -0.633
C -1.52574 -3.89550 1.27661 0.41 0.35 -0.61 -0.886
C -4.03477 3.95580 -3.32868 1.77 -0.14 -0.42 -0.924
C -3.63385 -3.61217 -2.63147 -2.12 -1.16 1.55 -0.617
C 1.52578 6.61984 2.34812 1.73 0.63 0.44 -0.574
C -2.41034 -1.65595 -2.31073 -0.43 -0.41 -0.26 0.789
C 4.39810 2.82140 2.30603 1.19 0.38 0.20 -0.706
C -4.38675 2.64125 -4.00918 -0.58 1.30 0.13 0.178
C -5.28631 0.77631 -1.50143 -1.21 -0.99 -0.30 0.760
C -2.14391 -8.66233 5.23316 -0.23 0.38 0.03 -0.711
C 1.04500 6.81959 -2.21655 0.44 -0.87 -0.51 0.821
C 2.02532 -2.97545 2.00396 0.99 0.23 -0.92 -0.163
C 7.14871 2.82011 -2.16590 0.24 0.45 -1.19 -0.885
C -3.57761 -3.84823 -6.50475 2.88 0.74 1.46 -0.717
C -5.85091 0.72427 -2.96562 0.51 2.77 1.07 -0.798
C -1.20254 1.45801 -5.94668 -1.26 0.41 1.44 0.183
C 0.34666 -0.64085 7.34769 2.01 0.92 -1.83 0.810
C 3.58329 1.97379 -1.39697 0.18 2.23 1.98 0.536
C 4.39642 -2.58381 -0.93356 1.85 -1.21 -0.60 -0.730
C -1.03151 4.93475 1.71944 -2.34 0.33 1.00 0.204
C 5.72186 4.67031 1.48702 0.69 0.48 0.32 -1.096
C -2.34453 3.63433 -1.72265 1.72 0.58 2.49 -0.349
C 3.52593 -4.44575 4.77362 1.17 0.02 -2.18 -0.717
C -1.15433 -7.55904 1.53452 1.22 1.63 -1.33 -0.961
C 0.90395 -1.61838 -3.81243 -0.18 0.14 -1.85 -1.189
C 0.01784 -1.16465 5.87501 2.45 -2.04 -1.35 -0.389
C 2.15281 3.28125 -4.91697 0.16 0.43 -0.46 -1.545
C 1.18980 3.84680 -3.82763 0.83 -0.47 -1.09 0.870
C -2.81138 0.83624 4.51237 0.35 -0.27 0.84 -0.699
C -1.27633 0.40724 1.10387 1.23 0.26 0.50 -0.435
C -5.57270 1.95439 0.59154 -1.21 -1.40 0.74 -0.759
C -2.56584 -7.01104 6.95948 -0.47 -1.74 -0.18 -0.745
C -2.12865 -0.10999 5.53530 -1.20 0.35 -1.04 -0.589
C 0.30199 -1.17370 -5.20538 -0.16 0.93 2.40 -0.551
H 0.18023 -6.35892 -6.69988 0.64 0.38 0.36 0.258
H 4.15083 0.82195 1.36320 -0.02 0.18 -0.20 -0.343
H -3.12616 0.27363 3.63346 0.34 0.17 -0.16 0.126
H 5.44789 1.95965 0.71024 -0.23 -0.68 -0.40 0.403
H 4.96241 -3.49286 3.44296 -0.16 0.08 -0.24 0.476
H 2.85854 -6.70404 5.75885 0.44 0.10 0.36 0.373
H 3.26910 -3.69498 5.52094 -0.22 0.16 -0.05 0.416
H -0.07244 -7.69167 1.52955 0.00 -0.12 0.79 0.407
H -5.19119 0.10525 -3.57364 -0.23 0.01 -0.23 0.206
H 4.78718 -1.57778 -1.08624 -0.53 0.45 0.57 0.228
H 2.78659 2.46234 -4.57666 0.16 0.19 0.57 0.178
H 2.73740 -1.42512 0.66325 -0.29 0.45 0.45 -0.025
H 2.59069 2.12803 0.50247 -1.61 -0.46 -0.07 -1.353
H 0.57034 -0.94767 -3.02063 -0.14 0.03 -0.17 -0.022
H 1.18653 7.15158 1.45915 -0.42 -0.29 0.12 0.225
H -4.60289 -4.10787 -2.57373 -0.82 0.86 0.97 0.524
H -1.78076 -9.47965 5.85622 0.52 -0.13 -0.04 0.394
H -1.72743 -2.03407 -3.07150 -0.25 -0.01 -0.18 -0.127
H 3.76131 -2.86463 -1.77372 -0.86 0.14 0.38 0.339
H 0.51208 4.84296 -1.62080 -0.74 -0.02 -0.09 -0.565
H -2.69183 -1.04156 5.47974 0.22 -0.43 0.18 0.305
H 4.65385 3.77563 -1.90618 -0.74 0.24 -0.40 0.337
H -1.46638 -3.11547 -6.53916 0.13 -0.05 0.58 -0.007
H -2.01135 -1.97234 -1.34698 0.13 0.60 0.34 0.123
H -3.70780 1.31313 4.90874 0.06 -0.10 0.24 0.497
H -3.14789 4.35774 -3.81858 0.12 -0.07 -0.43 0.322
H -1.46531 -0.64907 -6.75169 -0.40 1.22 -1.56 0.508
H 0.89136 6.78116 3.21966 -0.01 0.16 -0.20 0.479
H 0.40898 -4.52377 -6.31509 0.74 -0.44 0.14 0.209
H -2.02604 -7.38097 7.83118 0.29 0.39 -0.01 0.301
H 2.26333 4.74798 2.65578 0.40 -0.31 0.35 0.223
H 2.64797 2.37068 -1.79160 0.23 -0.03 -0.47 -0.735
H 3.48630 7.18873 1.60442 0.14 -0.20 -0.30 0.268
H -2.23250 0.24151 6.56182 0.51 0.27 -0.03 0.422
H 3.83717 -4.65819 2.64485 0.06 0.31 0.02 0.317
H 0.37422 4.40714 -4.28475 -0.06 0.09 -0.03 0.574
H -0.83564 -3.63200 0.47509 0.18 0.29 -0.10 0.176
H 0.51342 -1.82788 -6.05122 -0.29 -0.41 0.07 0.282
H -3.97673 -3.08720 -7.17529 -0.23 -0.23 0.19 0.436
H -4.71156 4.80954 -3.36320 -0.76 -0.48 -0.05 0.500
H 0.66467 -2.65175 -3.56145 0.17 -0.05 0.06 0.261
H 8.03015 2.45068 -1.64180 -0.16 0.53 0.24 0.261
H 0.06577 2.30463 -0.92551 0.13 0.17 -0.08 -0.726
H -0.60504 -9.30082 3.70435 -0.03 0.63 -0.31 0.399
H 0.86715 -0.25916 -5.38511 -0.35 0.35 -0.42 0.293
H 2.97992 8.27002 2.82850 -0.59 0.07 0.37 0.660
H -2.09795 1.62758 4.28242 -0.08 0.06 -0.34 -0.003
H 1.22325 -2.28802 2.27269 -0.58 -0.43 -0.55 0.005
H 5.66118 6.71873 4.54586 -0.51 -0.85 -0.24 0.315
H 3.55307 2.58183 2.95151 -0.59 0.75 -0.20 -0.006
H 5.26674 -3.21318 -1.11940 0.22 0.04 0.01 0.335
H 0.47956 -0.38299 0.14739 -0.27 -1.18 0.39 -0.823
H -1.53473 3.35132 -2.39514 -0.73 -0.46 -0.97 0.139
H 6.25927 3.98696 0.82951 0.04 -0.29 0.18 0.500
H 0.33603 3.37056 2.49051 -0.08 -0.07 -0.75 -0.352
H -2.04396 4.61424 -1.35180 0.21 0.39 -0.04 0.429
H -1.45471 -3.14235 2.06136 0.02 -0.37 0.16 0.307
H -6.35838 2.87362 -3.11663 0.44 0.29 1.49 0.404
H -4.28631 1.20717 -1.45180 0.19 -0.23 -0.27 -0.466
H -3.22601 -8.78952 5.26422 -0.31 -0.17 -0.56 0.516
H -3.49527 -2.34665 -4.80140 0.39 1.73 -0.89 -0.196
H -2.16047 -4.00560 -4.02223 0.24 -0.89 -0.49 0.168
H -0.89891 5.15600 0.66040 0.53 0.74 0.07 0.005
H -4.77834 -3.39674 -4.88940 -0.61 0.82 -0.07 0.364
H -2.28872 2.98756 -0.84705 0.41 -0.24 0.06 -0.037
H -2.66198 -7.14454 2.84032 -0.66 -0.34 0.33 0.405
H -3.53214 -5.22402 -4.10936 0.18 0.18 0.15 0.665
H -0.82930 0.86135 -1.41202 -0.03 0.03 -0.15 0.099
H 1.83587 -5.40591 6.38576 0.00 0.34 -0.09 0.333
H 7.24621 2.44576 -3.18495 -0.39 -0.71 -0.20 0.358
H 0.78489 2.96112 -3.33800 -0.25 0.16 0.66 -0.595
H -3.26574 6.40993 1.13032 0.34 0.37 -0.07 0.290
H -4.49111 2.76469 -5.08713 0.43 -0.09 0.04 0.528
H 1.83294 -4.03307 2.18428 -0.78 0.08 -0.83 0.308
H 2.43725 -2.31550 3.83822 -0.56 -0.11 1.80 0.257
H -1.73362 4.10196 1.67944 -0.15 -0.35 0.13 0.444
H -1.56931 1.31384 1.63334 -0.26 0.21 -0.13 -0.198
H -1.52447 -8.41227 0.96611 -0.57 0.13 0.39 0.413
H -0.59407 -2.02772 6.13723 -0.10 -0.72 -0.45 0.269
H 3.44054 3.47593 0.28030 0.21 1.12 -0.94 -0.036
H -5.37301 -0.25570 -1.16155 1.08 -0.51 -0.34 0.500
H -6.47290 2.24252 1.13441 0.29 0.81 0.01 0.346
H -2.50361 -0.59092 -2.52317 0.13 -0.06 0.48 -0.676
H -1.23554 -0.37019 1.86677 0.07 -0.11 0.20 -0.091
H 1.69427 4.86259 1.14689 0.54 0.46 -1.85 -0.581
H 4.74264 8.12843 4.32729 -0.40 0.15 0.09 0.364
H 5.64466 5.59935 0.92218 -0.53 -0.03 0.06 0.240
H -3.76790 5.79252 2.69145 -0.02 -0.86 -0.15 0.292
H -2.40103 -9.32780 3.31012 0.74 -0.87 -0.32 0.429
H -6.92196 0.53943 -3.04793 0.24 -0.63 0.33 0.430
H -5.23529 1.12505 1.21318 0.59 -0.27 -0.04 0.369
H -4.78876 2.71106 0.56001 -0.22 0.16 -0.70 0.199
H 3.59022 -1.96954 2.78892 0.19 0.49 -0.11 0.207
H -3.67785 1.83980 -3.80117 0.03 0.17 -0.06 -0.534
H 7.09330 3.88899 -2.37216 0.49 0.42 0.67 0.363
H -1.98030 -4.03765 -7.92196 -0.29 0.59 -0.31 0.685
H 0.10142 -5.13425 -7.94396 -0.41 0.16 -0.22 0.317
H -3.49671 -7.57795 6.97252 -0.35 0.11 0.04 0.314
H 5.60383 7.53483 2.99025 -0.25 -0.56 -0.61 0.389
H 1.24521 -6.69066 5.34447 -0.44 0.51 -0.64 -0.003
H 0.92179 0.84826 -1.52832 0.10 0.25 0.01 -0.503
H 6.26248 4.90734 2.40334 0.54 -0.19 -0.13 0.296
H -2.83743 -5.95810 7.03479 0.64 -0.03 -0.45 0.276
H -4.02761 -4.83993 -6.55096 -0.32 0.30 0.05 0.407
H -6.20894 2.24083 -4.46088 -0.63 -1.05 -0.43 0.474
H -2.03638 0.09860 0.38612 0.07 0.22 -0.20 0.223
H 0.00879 4.69289 3.54491 -0.13 0.21 0.00 0.685
H 2.09765 -2.68665 -0.26768 -0.75 -0.52 0.37 0.699
H 1.96960 -1.45443 -3.97240 0.22 -0.50 0.49 0.713
H 3.54148 0.88565 -1.34888 0.43 0.09 -0.06 0.384
H 5.25191 2.69731 2.97214 0.26 -0.50 -0.10 0.663
H -2.43880 -6.23038 0.47767 -0.44 0.62 -0.12 0.427
H -3.07396 -4.06944 -1.81567 0.45 -0.16 -0.03 0.112
H 4.39555 -5.00480 5.11904 -0.08 -0.38 0.38 0.514
H -2.51755 -3.87610 0.82489 -0.30 -0.15 0.25 0.501
H -0.84222 -6.07919 -0.17887 0.59 0.05 0.25 0.491
H -3.23798 7.33343 2.72120 0.62 0.49 -0.64 0.317
H 1.75806 2.86245 -5.84266 -1.00 0.09 0.30 0.324
H 2.78675 4.06891 -5.32413 0.20 0.18 0.47 0.398
H 4.80584 2.47606 -3.12116 -0.28 0.01 -0.23 0.693
H -1.27096 -6.65661 3.39125 0.54 0.29 0.42 0.373
```
Positions in Å, forces in eV/Å.